Molecular formula: C4H13NO3
Method: DFT, ωB97M-V/def2-TZVPD

Structure (XYZ):
```
21
Properties=species:S:1:pos:R:3
N -0.1374 -0.4940 -1.8978
C -0.8775 -0.5759 -0.8001
C -2.0166 0.3704 -0.5847
C -0.8593 -1.2022 1.6077
C -0.3091 -1.3053 0.2852
H 0.8278 -0.7998 -1.5891
H -0.0692 0.2957 -2.5391
H -2.0713 0.9863 -1.4740
H -2.9599 -0.0748 -0.2476
H -0.1600 -1.5080 2.3959
H -1.7534 -1.8440 1.7337
H 0.6218 -1.8509 0.0496
H 0.9870 1.5182 0.7509
H -1.5873 1.0040 0.3061
O 1.9696 1.4715 0.6503
H -1.1090 -0.1481 1.8169
H -0.7353 2.8046 1.3475
O -0.6651 1.8777 1.0963
H 3.0631 -0.9683 -0.8046
H 2.1174 0.6627 0.1251
O 2.1190 -0.8383 -0.6812
```

Properties
Energy above the lowest of the compared OMol25 structures with the same formula, charge and spin   721.9 kJ/mol
Multiplicity   1

=====

Molecular formula: C4H13NO3
Method: DFT, ωB97M-V/def2-TZVPD

Structure (XYZ):
```
21
Properties=species:S:1:pos:R:3
C -1.5636 0.0693 -0.2794
C -2.1590 1.2493 0.4692
O -1.6808 -1.1117 0.4133
O -2.0761 -0.0221 -1.5694
H -2.4039 -0.9173 -1.7224
H -0.7816 -1.3055 0.7974
H -0.4214 0.2959 -0.3974
H -1.6159 1.3848 1.4017
H -3.2078 1.0421 0.6825
H -2.0961 2.1535 -0.1334
C 1.3164 0.1107 -0.5723
C 1.8424 1.2529 0.2482
N 1.4721 -2.3874 0.6217
O 0.8939 -1.1554 0.8230
H 1.0823 -2.8230 -0.2175
H 2.4822 -2.2780 0.5151
H 2.0775 -0.5974 -0.8968
H 0.9030 0.4128 -1.5395
H 2.2899 0.8893 1.1701
H 2.6071 1.7929 -0.3184
H 1.0394 1.9441 0.5042
```

Properties
Energy above the lowest of the compared OMol25 structures with the same formula, charge and spin   550.6 kJ/mol
Multiplicity   1

=====

Molecular formula: C4H13NO3
Method: DFT, ωB97M-V/def2-TZVPD

Structure (XYZ):
```
21
Properties=species:S:1:pos:R:3
O -0.3123 0.4398 -2.3343
C -0.6022 -0.5993 -1.8238
C 0.2690 -1.2977 -0.7988
C -0.2007 -1.2236 0.6454
C 0.9949 -1.6833 1.5731
N 1.3050 -0.5689 2.4688
H -1.6151 -1.0135 -2.0252
H 0.5958 -2.3012 -1.1052
H 1.2565 -0.8025 -0.9151
H -0.9614 -1.9044 0.9961
H -0.6810 -0.2417 0.8158
H 0.7851 -2.5487 2.1975
H 1.8713 -2.0376 1.0133
H 1.5698 0.2762 1.9481
H 0.4638 -0.3038 2.9952
H -0.9707 2.7030 -2.5225
H -2.3578 2.3512 -1.6550
O -1.5056 2.8094 -1.7153
H 0.5905 2.1776 -0.1980
H -0.6509 3.0369 -0.0075
O 0.1561 2.7321 0.4473
```

Properties
Energy above the lowest of the compared OMol25 structures with the same formula, charge and spin   229.7 kJ/mol
Multiplicity   2
Net charge   +1
Expectation value of S²   0.755

=====

Molecular formula: C4H13NO3
Method: DFT, ωB97M-V/def2-TZVPD

Structure (XYZ):
```
21
Properties=species:S:1:pos:R:3
C 0.7510 2.0665 -0.9450
N -0.3818 1.9564 -0.3503
C -0.4582 0.9610 0.7967
C -1.8764 1.0084 1.4291
C -2.6689 -0.2864 1.2784
O 1.7872 1.4070 -0.7222
H 0.8243 2.7064 -1.8462
H -1.2427 2.4083 -0.6449
H -0.2620 -0.0242 0.3855
H 0.1835 1.4024 1.5502
H -1.7000 1.1605 2.4938
H -2.4186 1.8659 1.0327
H -3.5024 -0.4770 1.9477
H -2.0301 -1.1620 1.4274
H -3.0893 -0.3225 0.2680
H 1.2914 -0.8037 -2.3382
H 2.6860 -0.9775 -2.4691
O 1.9091 -1.3757 -2.8385
H 4.1570 -3.8774 -0.0424
H 2.8101 -3.9925 -0.6075
O 3.2308 -3.6439 0.1946
```

Properties
Energy above the lowest of the compared OMol25 structures with the same formula, charge and spin   221.6 kJ/mol
Multiplicity   2
Net charge   +1
Expectation value of S²   0.755

=====

Molecular formula: C4H13NO3P
Method: DFT, ωB97M-V/def2-TZVPD

Structure (XYZ):
```
22
Properties=species:S:1:pos:R:3
C -1.9237 0.1126 1.4534
C 2.6446 -1.0250 0.9190
C 0.8658 2.1893 -1.1524
C -1.6023 -0.7626 0.2320
N -2.2216 -0.4763 -0.8995
O 0.8601 -1.3865 -1.1884
O 1.8097 0.1171 0.4788
O 0.2890 0.8881 -1.2681
P 0.3868 -0.2275 -0.2230
H -1.6984 1.1624 1.3035
H -1.4599 -0.3480 2.3220
H -3.0078 0.0530 1.7412
H 3.6485 -0.6501 0.9300
H 2.2848 -1.8987 0.3378
H 2.3530 -1.0600 1.9534
H 1.5653 2.4135 -1.9453
H 1.4628 2.3762 -0.2810
H 0.1449 2.9338 -1.1654
H -1.4121 -1.8115 0.5588
H -2.4971 0.4618 -1.0249
H -2.7799 -1.0778 -1.5302
H 0.2877 -1.9838 -1.5516
```

Properties
Energy above the lowest of the compared OMol25 structures with the same formula, charge and spin   94.1 kJ/mol
Multiplicity   1
Net charge   +1

=====

Molecular formula: C4H13NO4S
Method: DFT, ωB97M-V/def2-TZVPD

Structure (XYZ):
```
23
Properties=species:S:1:pos:R:3
O 0.1662 -0.7749 -3.4026
C 0.5474 -0.5207 -2.2870
O 1.8236 -0.1287 -2.0607
N -0.2273 -0.5106 -1.1749
C 0.1210 -0.4131 0.2354
C 0.0365 -1.8144 0.9003
C -1.2823 -2.0647 1.6135
S -2.7815 -0.9758 1.4287
H 1.9314 0.6505 -1.4834
H -1.1218 -0.9802 -1.1913
H -0.5626 0.3094 0.6884
H 1.1918 -0.1244 0.3759
H 0.2635 -2.6284 0.1761
H 0.8318 -1.8759 1.6638
H -1.7119 -3.0439 1.3069
H -1.2405 -2.2590 2.6860
H -2.3777 -0.1477 2.3931
O 2.4567 2.9112 -0.2622
H 2.2720 3.2757 0.6038
H 1.7541 3.2465 -0.8394
O -0.3937 2.8215 -0.6862
H -0.8581 1.9841 -0.8183
H -0.8387 3.0634 0.1341
```

Properties
Energy above the lowest of the compared OMol25 structures with the same formula, charge and spin   134.2 kJ/mol
Multiplicity   1

=====

Molecular formula: C4H13NOP
Method: DFT, ωB97M-V/def2-TZVPD

Structure (XYZ):
```
20
Properties=species:S:1:pos:R:3
C -0.2991 -1.1460 -1.0349
C -1.6129 -0.3896 0.8609
C -0.9739 1.2943 -0.7742
C 0.6570 0.2493 0.6843
N -0.5429 0.0421 -0.1492
O 2.7188 -0.9034 -0.0286
P 2.3597 0.7183 0.0473
H 0.6239 -0.8212 -1.7393
H 0.0182 -1.9749 -0.5459
H -1.2006 -1.1761 -1.7507
H -1.4285 -0.0892 1.8111
H -2.5237 0.0475 0.4951
H -1.8289 -1.4062 0.9276
H -1.7043 1.0334 -1.5236
H -1.1211 2.0647 0.0531
H -0.1838 1.5970 -1.3060
H 0.5244 -0.5748 1.4968
H 0.3396 1.4957 1.6075
H 3.3979 -1.1008 -0.6059
H 2.7801 1.0399 1.4746
```

Properties
Energy above the lowest of the compared OMol25 structures with the same formula, charge and spin   419.8 kJ/mol
Multiplicity   1
Net charge   +1

=====

Molecular formula: C4H13NOPS2
Method: DFT, ωB97M-V/def2-TZVPD

Structure (XYZ):
```
22
Properties=species:S:1:pos:R:3
C 1.4134 -2.2384 -0.9881
C 1.5755 -1.4383 0.2687
C 0.9567 -0.0403 0.0303
N 1.4546 0.9667 1.0837
P -0.8562 0.2047 0.2747
O -1.6507 -1.0661 -0.4392
S -1.1616 0.3797 2.1724
S -1.0870 1.8428 -1.0623
C -2.7507 2.3664 -0.5394
H 0.5014 -2.0181 -1.4200
H 1.7551 -3.2367 -1.0466
H 2.0543 -1.6989 -1.7093
H 2.5856 -1.3043 0.7245
H 1.1858 -1.9854 1.1838
H 1.1641 0.3070 -0.9709
H 0.7334 0.8871 1.9546
H 2.3011 0.5058 1.3481
H 1.3128 1.8056 0.5928
H -2.2486 -1.5088 0.1775
H -2.9884 3.2481 -1.0729
H -2.9685 2.4819 0.4478
H -3.2822 1.5395 -1.0100
```

Properties
Multiplicity   1
Net charge   +1

=====

| no. | E_tot (eV) |
| --- | --- |
| 1 | -11984.9896 |
| 2 | -11986.7648 |
| 3 | -11981.2430 |
| 4 | -11981.3266 |
| 5 | -21273.4912 |
| 6 | -24874.1323 |
| 7 | -17174.9806 |
| 8 | -38849.7089 |